{
  "formula": "C40H91BrN3O7",
  "method": "ωB97M-V with the def2-TZVPD basis set",
  "elements": ["C", "N", "C", "C", "C", "C", "C", "C", "C", "C", "C", "C", "C", "C", "O", "C", "C", "C", "C", "C", "O", "C", "C", "C", "C", "Br", "N", "N", "C", "C", "C", "H", "H", "H", "H", "H", "H", "H", "H", "H", "H", "H", "H", "H", "H", "H", "H", "H", "H", "H", "H", "H", "H", "H", "H", "H", "H", "H", "H", "H", "H", "H", "H", "H", "H", "H", "H", "H", "H", "H", "H", "H", "H", "H", "H", "H", "H", "H", "H", "H", "H", "H", "C", "C", "C", "O", "H", "H", "H", "H", "H", "H", "H", "H", "C", "C", "C", "O", "H", "H", "H", "H", "H", "H", "H", "H", "C", "C", "C", "O", "H", "H", "H", "H", "H", "H", "H", "H", "C", "C", "C", "O", "H", "H", "H", "H", "H", "H", "H", "H", "C", "C", "C", "O", "H", "H", "H", "H", "H", "H", "H", "H"],
  "xyz": [[5.70299, -1.08862, 3.74965], [4.86241, -0.04451, 3.15610], [3.44809, -0.40903, 3.17539], [2.62293, 0.24865, 2.06015], [1.24513, -0.41332, 2.04507], [0.22826, 0.12125, 1.01917], [-1.18260, 0.33425, 1.56371], [-2.25014, 0.19219, 0.47904], [-3.65314, 0.55205, 0.99137], [-4.77481, -0.38534, 0.52422], [-5.85695, -0.62969, 1.58565], [-7.25196, -0.81575, 0.99351], [-7.82629, 0.47839, 0.41469], [-8.55580, 1.29337, 1.46694], [-8.62574, 2.63466, 1.03885], [-9.63265, 3.41613, 1.66241], [2.62645, 1.77504, 2.33585], [1.49283, 2.17838, 3.29259], [1.77036, 3.49281, 4.01969], [2.88669, 3.37401, 5.05249], [2.86376, 4.40358, 6.00789], [3.45505, 5.60904, 5.57159], [2.59497, 2.67740, 1.08678], [3.50343, 2.20647, -0.06462], [4.26728, 0.94766, 0.29580], [5.33010, 0.37733, -1.20474], [3.25372, -0.08627, 0.69160], [3.84866, -1.40834, 0.67322], [3.42229, -2.17106, -0.26149], [2.04647, -2.04811, -0.86375], [4.33560, -3.26806, -0.67944], [5.79805, -1.92067, 3.05516], [5.32091, -1.44642, 4.71145], [6.69261, -0.67911, 3.93950], [4.97485, 0.77364, 3.74347], [2.97382, -0.07431, 4.10606], [3.32826, -1.49029, 3.15453], [1.41632, -1.48112, 1.88024], [0.83276, -0.34452, 3.04949], [0.58925, 1.03464, 0.53726], [0.10973, -0.62004, 0.22676], [-1.37551, -0.43406, 2.31904], [-1.28763, 1.29872, 2.06539], [-1.97133, 0.85176, -0.34738], [-2.22996, -0.84720, 0.14431], [-3.63555, 0.57941, 2.08291], [-3.88389, 1.55311, 0.62559], [-5.24615, 0.03832, -0.36355], [-4.34477, -1.34847, 0.23829], [-5.87829, 0.23079, 2.26130], [-5.57366, -1.50987, 2.16458], [-7.92915, -1.20709, 1.75550], [-7.18809, -1.56333, 0.19897], [-7.04290, 1.10761, -0.01196], [-8.51702, 0.24493, -0.39595], [-8.01587, 1.23154, 2.42242], [-9.56540, 0.89463, 1.61394], [-10.31660, 3.79002, 0.89863], [-9.17134, 4.28011, 2.14319], [-10.19086, 2.85353, 2.40712], [3.56104, 2.03098, 2.83414], [0.57588, 2.29099, 2.71295], [1.33627, 1.41101, 4.05195], [0.86850, 3.81497, 4.54107], [2.01601, 4.28109, 3.30477], [2.78694, 2.43807, 5.60848], [3.86875, 3.38069, 4.55699], [4.46050, 5.43086, 5.17583], [3.53938, 6.25614, 6.43969], [2.84843, 6.11552, 4.81584], [1.57537, 2.86809, 0.75403], [2.97405, 3.64886, 1.39980], [4.26475, 2.96151, -0.25012], [2.96606, 2.06293, -1.00410], [4.95245, 1.10937, 1.11793], [2.48354, -0.00509, 0.01872], [1.83640, -2.82344, -1.59343], [1.32880, -2.13799, -0.05190], [1.87718, -1.10411, -1.38969], [3.78151, -4.09089, -1.12705], [4.99932, -2.86716, -1.44711], [4.88949, -3.66568, 0.16736], [2.86738, 2.09516, -5.24640], [3.96419, 1.21777, -5.82976], [3.49519, -0.20933, -6.04936], [5.11548, 1.22699, -4.99009], [2.55584, 1.70003, -4.27319], [3.22993, 3.11285, -5.10060], [1.99205, 2.12519, -5.89599], [4.30110, 1.63675, -6.77887], [3.20140, -0.65363, -5.09678], [4.30065, -0.81048, -6.47320], [2.63709, -0.24612, -6.72199], [4.85526, 0.88764, -4.12388], [4.62361, -7.02380, -2.22920], [3.71926, -6.51652, -3.34168], [3.07239, -7.65849, -4.10804], [4.44176, -5.65777, -4.22236], [5.44102, -7.62742, -2.63082], [5.07117, -6.18051, -1.70054], [4.07172, -7.63681, -1.51559], [2.93908, -5.88143, -2.91261], [3.84165, -8.27462, -4.58048], [2.42361, -7.27242, -4.89360], [2.48162, -8.29607, -3.44964], [5.14458, -6.17373, -4.63293], [-1.42903, -1.49766, -2.27335], [-0.91216, -0.24036, -2.94489], [-1.88464, 0.30304, -3.97576], [0.36648, -0.48784, -3.52845], [-1.58142, -2.30687, -2.99208], [-0.69983, -1.84098, -1.53652], [-2.37516, -1.31962, -1.76147], [-0.72630, 0.52162, -2.18224], [-2.04344, -0.43318, -4.76814], [-1.48907, 1.20913, -4.43423], [-2.85014, 0.53349, -3.52520], [0.25649, -1.15224, -4.21945], [8.38000, -2.48909, -3.89979], [9.17383, -1.82228, -2.78718], [8.77084, -2.35010, -1.41804], [9.01666, -0.40482, -2.84082], [7.31132, -2.28226, -3.77817], [8.68403, -2.10118, -4.87109], [8.52045, -3.57080, -3.89575], [10.23915, -1.99646, -2.94405], [7.71205, -2.13641, -1.23209], [9.35160, -1.86420, -0.63432], [8.92130, -3.42814, -1.34601], [8.08029, -0.22632, -2.70601], [-14.42133, 4.57558, 3.16403], [-13.47922, 3.53873, 2.57427], [-14.18737, 2.21752, 2.32042], [-12.34950, 3.34514, 3.42795], [-14.80815, 4.22761, 4.12585], [-13.89713, 5.51574, 3.33364], [-15.26813, 4.76316, 2.50327], [-13.06353, 3.91490, 1.63767], [-14.56801, 1.80862, 3.26051], [-13.49755, 1.48969, 1.89286], [-15.02810, 2.34277, 1.63750], [-12.67295, 3.01321, 4.27286]],
  "forces_ev_per_a": [[0.104, 0.106, 0.000], [-0.086, -0.006, 0.307], [-0.009, 0.170, 0.100], [0.106, -0.200, 0.607], [-0.072, 0.124, -0.119], [-0.086, -0.214, -0.083], [-0.138, -0.122, 0.161], [0.086, 0.206, 0.488], [0.092, -0.075, -0.294], [-0.039, -0.031, 0.054], [0.021, 0.252, -0.072], [0.216, -0.024, -0.254], [-0.168, -0.081, 0.058], [0.083, 0.133, -0.033], [-0.011, -0.011, -0.187], [0.203, 0.095, -0.044], [-0.302, 0.277, -0.525], [0.200, 0.283, -0.010], [0.050, 0.073, -0.026], [0.101, 0.165, -0.041], [0.007, -0.055, 0.118], [-0.023, 0.024, 0.044], [0.194, 0.206, 0.143], [0.229, 0.103, 0.143], [-0.145, 0.442, -0.265], [-0.019, -0.070, -0.118], [-0.222, -0.140, 0.638], [0.805, 0.617, -0.483], [-0.579, -0.069, 0.275], [0.333, 0.137, -0.576], [-0.585, -0.683, 0.227], [-0.033, -0.067, 0.009], [-0.083, -0.113, -0.029], [0.074, -0.015, -0.125], [0.040, 0.074, -0.085], [-0.095, -0.105, 0.038], [0.148, -0.062, -0.168], [-0.054, -0.027, 0.088], [0.000, 0.038, 0.030], [-0.057, 0.020, -0.017], [0.110, 0.141, -0.110], [-0.026, 0.053, 0.095], [0.076, 0.023, 0.027], [-0.076, -0.221, -0.200], [0.012, 0.176, -0.064], [-0.025, 0.033, 0.038], [-0.086, 0.166, 0.368], [0.076, -0.093, -0.136], [-0.050, -0.046, -0.106], [-0.009, -0.064, 0.119], [-0.043, 0.063, 0.199], [-0.041, -0.072, -0.017], [-0.075, -0.114, 0.054], [0.060, -0.011, 0.009], [-0.015, 0.088, -0.064], [-0.074, -0.010, 0.085], [0.007, -0.074, 0.103], [-0.104, -0.060, 0.004], [0.011, -0.008, 0.092], [-0.070, 0.011, 0.012], [0.152, -0.307, -0.009], [-0.086, -0.180, 0.081], [-0.093, -0.040, -0.005], [-0.033, -0.041, 0.038], [-0.080, 0.048, -0.014], [-0.034, -0.031, 0.008], [0.043, -0.156, 0.011], [0.016, -0.007, -0.061], [-0.034, 0.032, 0.029], [0.007, 0.000, -0.060], [-0.037, -0.184, -0.102], [-0.134, 0.076, 0.051], [-0.039, 0.037, -0.209], [-0.078, -0.065, 0.017], [-0.033, -0.403, 0.145], [0.074, -0.075, -0.100], [0.161, -0.083, -0.019], [-0.050, -0.059, -0.067], [-0.088, -0.019, -0.066], [-0.023, 0.000, -0.069], [0.155, 0.016, 0.089], [0.309, 0.221, -0.049], [0.090, 0.051, 0.064], [-0.184, -0.091, 0.083], [0.062, -0.029, -0.147], [0.144, 0.055, 0.144], [-0.063, -0.035, -0.044], [0.006, -0.001, -0.026], [-0.008, -0.018, 0.005], [0.060, 0.028, 0.020], [-0.072, -0.044, 0.103], [-0.046, 0.010, 0.008], [-0.005, -0.008, -0.008], [-0.036, 0.060, -0.128], [0.023, 0.155, 0.091], [0.137, -0.253, -0.050], [-0.042, 0.080, -0.074], [-0.067, 0.128, 0.087], [-0.052, -0.036, -0.065], [0.008, -0.032, 0.044], [-0.004, 0.000, 0.004], [-0.005, 0.022, -0.021], [0.002, -0.034, 0.037], [-0.007, 0.005, 0.004], [0.015, -0.007, 0.014], [-0.009, 0.007, -0.025], [-0.030, -0.142, 0.093], [-0.198, -0.084, -0.111], [0.089, 0.071, -0.049], [0.259, 0.010, 0.074], [0.021, 0.076, -0.104], [-0.072, -0.071, 0.029], [0.046, -0.043, -0.177], [0.033, -0.002, -0.053], [-0.046, -0.020, 0.026], [-0.003, 0.003, 0.014], [-0.020, -0.016, 0.011], [0.015, 0.067, -0.022], [0.048, 0.058, -0.059], [-0.182, -0.085, 0.023], [0.061, 0.063, 0.042], [0.064, -0.117, 0.061], [-0.007, -0.033, 0.026], [0.008, 0.001, -0.002], [-0.007, -0.006, 0.014], [0.016, 0.042, -0.005], [-0.010, -0.037, -0.015], [0.010, 0.000, -0.002], [-0.014, -0.008, -0.013], [-0.008, 0.135, -0.065], [0.094, 0.074, 0.012], [-0.204, -0.063, 0.117], [0.107, -0.047, -0.032], [0.027, 0.005, -0.041], [-0.042, -0.021, -0.021], [0.002, 0.004, -0.012], [-0.010, -0.015, -0.001], [0.052, 0.001, 0.012], [-0.046, 0.021, -0.005], [0.001, 0.005, -0.013], [-0.012, 0.010, 0.008], [-0.001, 0.019, 0.008]],
  "charge": 1,
  "energy_ha": -4843.31454,
  "homo_lumo_gap_ha": 0.3096,
  "lumo_energy_ev": -2.225
}